# 1
{"formula": "C3H4S2", "method": "the ωB97M-V functional and the def2-TZVPD basis", "smiles": "C1=CSCS1", "homo_energy_ha": -0.27268, "lumo_energy_ev": 0.75, "gap_ev": 8.17, "symbols": ["C", "C", "S", "C", "S", "H", "H", "H", "H"], "coordinates": [[-0.702164, 1.100328, -0.041674], [0.710439, 1.075349, 0.105037], [1.561948, -0.437554, -0.047980], [-0.025542, -1.428673, 0.042627], [-1.497613, -0.432606, -0.009205], [-1.199629, 2.082126, -0.267807], [1.265974, 1.993409, 0.154510], [0.029382, -1.974450, -0.878471], [-0.142796, -1.977932, 0.942964]], "forces_ev_per_angstrom": [[4.21, 1.36, 0.19], [-4.02, 0.42, -0.82], [-1.07, -0.13, 0.77], [1.08, 0.68, -0.78], [-1.04, 0.75, -0.43], [0.26, -1.36, 0.63], [0.21, 0.14, -0.10], [-0.20, -0.94, 0.04], [0.57, -0.92, 0.50]]}

# 2
{"formula": "C3H5AlNO3", "method": "the ωB97M-V functional and the def2-TZVPD basis", "charge": -1, "homo_energy_ha": -0.18926, "lumo_energy_ev": 3.23, "gap_ev": 8.38, "symbols": ["N", "C", "O", "C", "C", "O", "Al", "O", "H", "H", "H", "H", "H"], "coordinates": [[-1.507783, -3.407759, 0.142619], [-0.389241, -2.744010, -0.067926], [0.592990, -1.873162, -0.793633], [0.408297, -0.461530, -0.422807], [0.500277, 0.002479, 1.147785], [0.069428, 1.440022, 1.159935], [-0.447226, 1.981337, -0.567714], [-0.812879, 0.155214, -1.038344], [1.271283, 0.068181, -1.053947], [1.604761, 0.017121, 1.583792], [-0.317174, -0.470847, 1.872935], [-1.848230, 2.674680, -0.807166], [0.875498, 2.618272, -1.155528]], "forces_ev_per_angstrom": [[10.27, 5.68, -1.45], [-7.11, -2.40, -1.49], [-3.55, -2.46, 3.58], [-0.84, 3.44, -1.61], [-1.01, 2.03, 0.43], [0.61, -1.76, -1.23], [-0.35, -2.17, 1.32], [3.25, -0.86, 1.83], [-1.15, -1.50, 1.66], [-2.25, -0.64, -0.97], [2.05, 0.09, -1.69], [-0.10, 0.39, 0.07], [0.18, 0.18, -0.46]]}

# 3
{"formula": "C3H5AuO5", "method": "the ωB97M-V functional and the def2-TZVPD basis", "charge": 1, "homo_energy_ha": [-0.53054, -0.53334], "lumo_energy_ev": [-4.22, -8.64], "multiplicity": 4, "s_squared": 3.767, "gap_ev": [10.22, 5.87], "symbols": ["O", "C", "C", "O", "H", "H", "H", "H", "H", "Au", "O", "C", "O", "O"], "coordinates": [[1.276505, 1.525880, -0.244684], [1.562738, 0.651253, 0.665083], [1.635313, -0.991118, -0.002342], [0.818892, -1.785561, 0.680535], [-2.582380, -0.167448, -1.966190], [0.901107, 0.551104, 1.543839], [2.680378, 1.019813, 0.514191], [2.705737, -1.233444, 0.106518], [1.370749, -0.814617, -1.058198], [-0.828829, -1.311146, 0.759909], [-1.642623, 0.139377, 0.661817], [-2.398328, 0.712143, -0.207809], [-3.485014, 1.220208, 0.024085], [-2.014245, 0.483555, -1.476754]], "forces_ev_per_angstrom": [[-1.37, -0.14, 0.13], [1.49, 1.12, -2.24], [1.16, -0.39, -0.51], [9.58, -3.09, -0.73], [0.30, 1.20, 0.72], [0.80, 0.43, 0.24], [-0.67, -1.07, 1.88], [-0.46, -0.21, 0.17], [-0.19, 0.12, 0.42], [-2.96, -7.42, 1.50], [-5.36, 10.03, 1.67], [-6.20, 0.90, -2.72], [2.85, -0.57, 0.58], [1.02, -0.91, -1.10]]}

# 4
{"formula": "C3H5BBr3NO6", "method": "the ωB97M-V functional and the def2-TZVPD basis", "homo_energy_ha": -0.37283, "lumo_energy_ev": -0.77, "gap_ev": 9.38, "symbols": ["O", "N", "O", "C", "O", "O", "C", "B", "O", "O", "H", "H", "H", "H", "C", "Br", "Br", "Br", "H"], "coordinates": [[3.065797, 2.293457, 1.473163], [1.929883, 2.307855, 1.343787], [1.356277, 0.978364, 1.600852], [0.257121, 0.724849, 0.842375], [-0.553312, -0.089921, 1.210060], [0.199156, 1.415098, -0.291775], [0.468504, 0.598140, -1.454807], [1.980438, 0.036506, -1.544643], [2.225262, -1.243685, -1.150896], [3.013768, 0.786096, -2.028370], [-0.238035, -0.218560, -1.547137], [0.315240, 1.253208, -2.295665], [1.584930, -1.482914, -0.477578], [3.033559, 0.822914, -2.981802], [-3.620665, -1.588582, 1.506187], [-3.502363, -1.574512, -0.413146], [-5.049090, -0.462527, 2.135523], [-3.770871, -3.380204, 2.193624], [-2.695599, -1.175583, 1.880251]], "forces_ev_per_angstrom": [[0.07, -0.25, 0.26], [0.11, 1.05, -0.46], [-0.10, -0.64, 0.01], [-1.04, -0.87, 1.04], [0.77, 0.49, -0.40], [0.23, 0.22, -0.10], [0.54, -0.14, -0.49], [-0.33, -0.27, 0.25], [0.30, 0.49, 0.46], [0.10, -0.15, -0.10], [-0.44, -0.08, 0.29], [-0.20, 0.35, -0.27], [-0.30, -0.64, -0.06], [0.19, 0.39, -0.38], [0.06, 0.03, 0.03], [-0.03, -0.02, -0.02], [0.02, -0.04, -0.02], [-0.02, 0.04, -0.03], [0.06, 0.03, -0.02]]}

# 5
{"formula": "C3H5Br", "method": "the ωB97M-V functional and the def2-TZVPD basis", "smiles": "C#CC.Br", "homo_energy_ha": -0.36336, "lumo_energy_ev": 0.72, "gap_ev": 10.61, "symbols": ["C", "C", "C", "H", "H", "H", "H", "Br", "H"], "coordinates": [[-1.129654, 1.588386, 0.598797], [-0.164131, 1.059903, 0.089536], [1.116727, 0.416500, -0.406924], [-1.886345, 2.305474, 0.855591], [1.998679, 0.911206, 0.018597], [1.127499, -0.607371, -0.393109], [1.157752, 0.775200, -1.560668], [-1.670191, -2.857375, 0.149843], [-0.550336, -3.591922, 0.648336]], "forces_ev_per_angstrom": [[0.97, 0.19, -0.92], [0.55, -0.51, 0.72], [-1.28, 4.82, -2.90], [0.05, -0.54, 0.12], [-0.33, -0.44, 0.26], [0.01, -2.44, 0.30], [0.02, -1.09, 2.43], [0.25, -0.12, 0.09], [-0.23, 0.12, -0.09]]}

# 6
{"formula": "C3H5Br", "method": "the ωB97M-V functional and the def2-TZVPD basis", "homo_energy_ha": -0.33952, "lumo_energy_ev": 0.73, "gap_ev": 9.97, "symbols": ["C", "C", "C", "Br", "H", "H", "H", "H", "H"], "coordinates": [[-0.260961, -0.180624, -0.332346], [0.827568, 1.344975, 0.273346], [-0.978490, -1.400972, -0.074518], [-0.846901, -2.642467, 1.418383], [-0.259362, 0.228003, -1.332899], [1.876869, 0.834350, 0.187041], [0.548943, 2.189224, -0.412141], [0.403487, 1.532396, 1.341237], [-1.311152, -1.904885, -1.068103]], "forces_ev_per_angstrom": [[-0.30, -0.39, 1.34], [-1.84, -3.66, 1.29], [3.06, 2.78, -2.48], [-0.20, 1.19, -0.81], [-0.83, -0.83, -0.44], [-2.03, 1.57, 0.31], [0.50, -1.21, 0.50], [1.39, -0.25, -1.89], [0.25, 0.79, 2.18]]}

# 7
{"formula": "C3H5Br2NO", "method": "the ωB97M-V functional and the def2-TZVPD basis", "smiles": "CC(Br)Br.N=C=O", "homo_energy_ha": -0.37422, "lumo_energy_ev": 0.44, "gap_ev": 10.62, "symbols": ["C", "C", "Br", "Br", "H", "H", "H", "H", "N", "C", "O", "H"], "coordinates": [[0.844267, -0.680861, 0.745972], [1.720634, 0.131201, -0.193141], [2.092942, 1.970548, 0.660238], [3.344533, -0.753875, -0.595282], [0.260702, -1.394632, 0.282588], [1.506771, -1.227186, 1.368702], [0.115617, -0.147270, 1.194955], [1.211466, 0.278673, -1.165465], [-1.905286, 1.318875, -0.910047], [-1.289502, 1.457481, -1.936365], [-0.753455, 1.430229, -2.971771], [-2.402239, 1.638648, -0.091789]], "forces_ev_per_angstrom": [[2.90, -0.26, -1.09], [-1.25, 0.96, -0.19], [-0.32, -1.35, -0.79], [0.48, -0.18, -0.09], [-0.79, -1.78, -1.90], [0.25, -0.20, 1.28], [-1.78, 2.30, 2.04], [0.49, 0.51, 0.68], [0.66, -0.14, -0.71], [-1.48, -0.24, 1.44], [0.34, 0.19, 0.04], [0.52, 0.18, -0.74]]}

# 8
{"formula": "C3H5Br2O2Si", "method": "the ωB97M-V functional and the def2-TZVPD basis", "smiles": "CC[Si](Br)(Br)C(=O)[O-]", "charge": -1, "homo_energy_ha": -0.17719, "lumo_energy_ev": 3.13, "gap_ev": 7.95, "symbols": ["C", "C", "Si", "Br", "Br", "C", "O", "O", "H", "H", "H", "H", "H"], "coordinates": [[-0.420212, 0.128077, -0.259256], [0.845910, -0.127704, 0.580369], [2.384568, -0.298551, -0.509521], [2.849072, 1.901889, -0.614886], [3.992504, -0.513345, 1.473071], [2.206875, -1.542565, -2.147372], [3.246975, -1.559773, -2.792488], [1.158610, -2.158281, -2.146709], [-0.289813, 1.120224, -0.783454], [-0.474458, -0.689004, -0.898138], [-1.235860, 0.214081, 0.426517], [0.540412, -0.927169, 1.291025], [1.068380, 0.647182, 1.344812]], "forces_ev_per_angstrom": [[1.75, 2.74, 0.91], [-0.52, -0.26, 1.46], [-0.05, -0.07, 2.24], [0.09, 0.49, -0.79], [-0.66, -0.45, -1.15], [1.58, -0.23, 0.19], [-0.18, 0.18, -0.29], [-0.72, 0.20, 0.24], [-0.41, -1.13, 0.12], [-0.72, -1.20, -1.49], [-0.87, -0.04, 0.12], [0.81, -0.37, -0.78], [-0.11, 0.12, -0.80]]}

# 9
{"formula": "C3H5BrO", "method": "the ωB97M-V functional and the def2-TZVPD basis", "homo_energy_ha": -0.37254, "lumo_energy_ev": -0.53, "gap_ev": 9.61, "symbols": ["C", "C", "C", "O", "Br", "H", "H", "H", "H", "H"], "coordinates": [[1.394124, 0.258383, 0.322869], [-0.938215, -0.755226, -0.050999], [0.033903, 0.418215, -0.189300], [1.712992, -0.667498, 1.026715], [-0.095063, 1.503722, -1.887953], [2.136149, 1.054019, 0.211963], [-1.959513, -0.475489, -0.318241], [-0.852575, -1.086254, 0.904178], [-0.650064, -1.569193, -0.938926], [-0.781737, 1.319321, 0.919696]], "forces_ev_per_angstrom": [[1.10, 0.17, 1.29], [1.09, -0.40, -6.28], [-4.45, 2.74, 1.73], [-0.36, -0.45, -0.23], [0.23, -1.03, 1.35], [-0.17, 0.43, -0.67], [0.23, 0.21, 0.29], [0.19, -1.51, 2.61], [-0.57, 1.64, 2.66], [2.70, -1.79, -2.75]]}

# 10
{"formula": "C3H5BrO2", "method": "the ωB97M-V functional and the def2-TZVPD basis", "smiles": "C[C@@H]1O[C@@]1(O)Br", "homo_energy_ha": -0.36324, "lumo_energy_ev": 0.38, "gap_ev": 10.27, "symbols": ["C", "C", "O", "C", "O", "Br", "H", "H", "H", "H", "H"], "coordinates": [[0.707354, -0.339787, -0.078007], [-0.710748, -0.539134, -0.343900], [-1.331593, 0.337238, -1.384463], [-1.658879, 0.517771, -0.118496], [-1.430017, 1.654984, 0.615481], [-3.775074, -0.147572, 0.198864], [1.043164, -1.247975, 0.478372], [0.696883, 0.574950, 0.570554], [1.470405, -0.224133, -0.889721], [-1.121683, -1.587409, -0.610636], [-1.627327, 2.419585, 0.040526]], "forces_ev_per_angstrom": [[1.68, 0.27, 1.44], [-1.53, -2.82, -2.40], [0.45, 1.15, -0.50], [-2.58, 0.00, 1.58], [-0.20, -0.69, -1.31], [1.91, 0.63, -0.16], [-0.11, 0.89, 0.00], [0.89, -0.86, -0.37], [-1.27, 0.00, 0.22], [0.77, 1.73, 1.19], [-0.01, -0.31, 0.32]]}

# 11
{"formula": "C3H5BrO2P", "method": "the ωB97M-V functional and the def2-TZVPD basis", "charge": -1, "homo_energy_ha": -0.14354, "lumo_energy_ev": 3.39, "gap_ev": 7.30, "symbols": ["C", "C", "C", "O", "O", "P", "Br", "H", "H", "H", "H", "H"], "coordinates": [[-1.384157, 1.932386, 0.462811], [-1.194481, 0.772482, -0.067783], [0.747303, -1.758242, -0.131436], [2.110318, 0.292102, -1.417088], [2.107927, 0.320226, 1.095678], [1.500952, -0.121159, -0.147851], [-2.673016, -0.303073, -0.659343], [-2.435653, 2.293448, 0.646115], [-0.603378, 2.645924, 0.710006], [1.469841, -2.607358, 0.114280], [-0.073351, -1.677090, 0.500616], [0.427695, -1.789644, -1.106008]], "forces_ev_per_angstrom": [[-2.52, 2.22, 0.87], [3.47, -2.04, -0.91], [2.90, -0.34, 0.95], [-0.49, -0.20, -0.94], [-0.09, 0.30, 1.80], [-0.61, 0.26, -0.45], [-0.46, -0.09, 0.10], [0.89, -0.02, -0.14], [0.20, -0.42, 0.09], [-0.92, 1.26, -0.25], [-1.36, -0.23, 1.28], [-1.00, -0.72, -2.40]]}

# 12
{"formula": "C3H5BrO2S", "method": "the ωB97M-V functional and the def2-TZVPD basis", "homo_energy_ha": [-0.23388, -0.38301], "lumo_energy_ev": [0.62, -2.72], "multiplicity": 3, "s_squared": 2.018, "gap_ev": [6.99, 7.70], "symbols": ["C", "C", "C", "O", "O", "S", "Br", "H", "H", "H", "H", "H"], "coordinates": [[0.732158, 0.774261, 1.337578], [-0.044038, -0.623272, 1.549343], [0.179729, -0.978641, -1.977117], [-1.764045, 1.397754, 2.131466], [-1.332898, 0.938648, -0.262612], [-0.980538, 0.764153, 1.124673], [0.270417, -1.708826, -0.033988], [1.062683, 1.118842, 2.225330], [1.297658, 0.893875, 0.466007], [0.375669, -1.812033, -2.653508], [1.006794, -0.220937, -1.856083], [-0.803589, -0.543823, -2.051090]], "forces_ev_per_angstrom": [[-1.73, -2.68, -0.37], [-0.02, 2.70, 0.63], [1.39, 0.48, -1.55], [-0.32, 0.16, 0.39], [-0.09, -0.38, 0.23], [-0.54, 0.27, 0.41], [0.09, -1.68, -0.54], [1.13, 1.71, 2.69], [1.10, 0.03, -1.16], [0.10, 0.33, -0.10], [-1.06, -0.93, -0.67], [-0.06, 0.01, 0.02]]}

| no. | energy (a.u.) |
| --- | --- |
| 1 | -913.03741 |
| 2 | -640.19246 |
| 3 | -628.53493 |
| 4 | -8370.38651 |
| 5 | -2691.23051 |
| 6 | -2691.17777 |
| 7 | -5395.31511 |
| 8 | -5705.47561 |
| 9 | -2766.45048 |
| 10 | -2841.73529 |
| 11 | -3183.19268 |
| 12 | -3239.67923 |